Entry 1:
112
Properties=species:S:1:pos:R:3:forces:R:3:mulliken_charge:R:1 method="wB97M-V/def2-TZVPD" multiplicity=2 total_charge=-2 de_lowest_kcal_mol=151.4
H -0.7240 4.0996 4.9915 0.45 -0.10 0.06 0.39
C 1.1548 4.6613 3.2367 -0.24 0.25 -0.46 -1.55
C 4.4767 -1.9465 1.1563 0.15 0.30 -1.88 -0.38
C 0.3674 -1.5157 2.0203 1.74 -2.43 3.01 -0.38
C 1.7309 -3.6174 1.7834 1.49 -2.67 -2.53 0.22
H -1.4424 -0.3050 4.7415 -0.77 -0.84 -0.27 0.13
H -4.2095 4.8019 0.6346 0.59 -0.52 -0.52 0.32
C -2.2220 -0.9970 4.3024 0.12 0.26 0.95 -1.53
C 1.8489 -5.1561 3.6778 0.97 -1.10 -1.50 -0.52
C -5.9002 -1.0208 -5.6334 -0.12 0.30 0.67 0.39
C 0.7601 -3.0608 3.9134 0.32 -0.97 1.22 -0.95
C 5.8010 -0.5879 -0.3292 1.17 -0.03 0.68 -0.39
H 5.8130 3.0870 -2.9138 -0.93 -0.25 -0.38 0.29
C 3.6091 -6.0814 -2.5801 -0.88 -1.04 -0.18 -0.65
C 1.7840 -7.0998 -1.3710 0.78 -2.48 -1.58 -0.46
C 1.9540 2.2725 3.6870 -0.14 0.17 0.66 -1.41
O -2.3491 0.5931 2.5032 0.34 -0.40 -0.73 0.59
N -0.1112 -1.4045 0.8094 -0.89 0.08 -3.98 -0.35
C 2.1993 -4.8536 2.3573 -1.36 1.05 1.68 -1.07
H -1.7320 -1.8379 3.8025 -0.05 0.33 -0.16 0.29
C -3.1276 3.0554 -0.1966 0.74 -0.58 1.15 2.08
C 4.7064 3.1730 -3.0305 1.05 -0.14 1.59 -0.58
H 1.9708 5.0668 3.8724 -0.44 -0.29 -0.33 0.37
H -2.8563 -1.4464 5.1055 0.57 0.38 -0.30 0.48
H 6.7313 -0.0178 -0.4427 -0.56 0.02 -0.27 0.35
H -1.8623 -0.0500 1.7881 0.13 0.57 -0.07 -0.28
H 4.2514 -2.2333 2.1438 -0.37 -0.82 0.91 0.54
H -4.6891 -0.3058 -7.1858 0.34 0.62 -1.31 0.41
H -4.6498 0.2711 4.9148 0.23 0.45 -0.35 0.47
C -3.9218 0.8138 4.2847 1.00 -0.10 -0.03 -1.82
H -3.5909 -2.1105 2.4297 0.37 0.14 -0.68 0.33
Cs 0.5931 1.7571 -0.2486 -0.39 -0.50 0.29 1.22
O -1.2292 -0.6280 0.6242 0.71 -0.04 -0.50 -0.40
N 2.6221 5.2480 -6.1924 -0.36 0.85 -1.03 -0.44
H 4.0221 -4.0699 -2.0426 -0.45 -0.42 0.45 0.24
H 3.6216 5.3663 -6.0661 -0.46 0.23 0.04 0.19
C 0.7583 3.2487 3.6477 -0.89 -1.43 -0.35 1.63
H 0.7207 3.4935 5.8566 0.06 -0.10 -0.06 0.43
C -3.5810 -0.5625 -5.3691 0.27 0.00 -0.37 -0.70
C -2.5787 2.6188 -1.5437 0.34 -0.04 -0.23 -1.54
H -4.2835 4.6113 -1.1203 0.22 0.09 -0.02 0.41
O -0.1787 2.6351 2.6562 0.61 1.05 0.79 -0.43
C 3.8020 -1.5804 -1.1957 1.17 0.56 1.93 -0.79
C 1.5084 -5.9642 -0.6896 -1.18 0.80 1.73 -0.21
H -6.9911 -1.7510 -3.9431 -0.30 -0.24 0.23 0.38
C -4.0623 -1.1631 2.6572 -0.90 0.87 0.36 -1.69
H 0.9171 3.5953 -3.0713 0.23 0.16 0.29 0.33
O -1.9670 3.0542 0.7495 -0.95 -0.45 -0.45 0.00
S 0.4285 -2.3639 -0.8531 -1.45 1.52 2.24 -0.17
H 4.4757 -6.1976 -3.2471 -0.56 0.50 0.16 0.35
C 2.3531 -4.8657 -0.8371 1.11 0.97 -1.26 0.44
H 0.2493 5.2817 3.3801 0.53 -0.01 -0.24 0.34
H -4.8405 -1.8949 -2.4672 -0.49 0.40 -1.04 0.19
H -1.5656 -0.5392 -3.7151 -0.43 -0.39 0.76 0.08
C 2.7615 3.9514 -4.1101 -3.91 0.79 -1.20 0.52
C 4.1221 3.7110 -4.1288 2.66 0.03 -2.10 -0.74
H -0.5485 2.3825 5.1409 0.77 0.37 0.20 0.13
H -2.7307 5.1486 -0.3198 -0.70 -0.38 -0.25 0.34
H -4.7807 1.7911 -0.6892 0.16 -0.11 0.66 0.50
H -3.1626 1.3376 4.9277 -0.80 -0.44 -0.37 0.42
Cl -7.3647 -0.8916 -6.5804 -0.49 0.03 -0.46 -0.34
H -4.3492 1.5926 3.6456 -0.45 -0.24 0.29 0.39
C 0.0538 3.3130 5.0121 -1.20 -0.41 -0.37 -1.46
H -4.8758 -1.4497 3.3452 0.07 0.28 -0.20 0.47
N 2.5744 3.0228 -1.8791 -1.45 0.64 -1.42 -0.11
C 3.5990 -2.2131 0.0591 -0.07 0.49 -1.06 0.96
H 0.1693 -2.3262 4.3967 -0.37 0.42 0.96 0.58
C 3.3584 -4.9283 -1.8406 0.65 0.22 0.20 -0.29
H 2.8778 -5.4536 1.7841 0.02 -0.54 -0.11 0.55
C -4.2192 2.0781 0.2216 0.00 -1.37 1.06 -1.41
P 2.1387 -3.3145 0.0570 0.01 0.04 3.45 1.13
C 2.0051 3.5446 -2.9859 1.43 -0.81 0.66 -0.32
C 5.6359 -1.2049 0.9088 -0.90 0.29 -0.14 -0.83
H 4.4380 2.4512 -1.0291 -0.61 0.29 -0.47 0.34
C -4.6859 -0.5256 -6.1619 -1.31 -1.49 1.84 -0.66
C 3.9216 2.8580 -1.9247 1.81 -0.28 0.86 -0.64
H 1.3464 -8.0568 -1.0413 -0.41 0.68 -0.49 0.29
C -3.6084 -1.0139 -3.9820 1.00 0.41 -0.27 1.24
H -1.7281 3.2763 -1.7453 -0.08 -0.01 -0.42 0.22
H -4.9249 2.4602 0.9862 0.24 0.27 -0.45 0.31
C -4.8716 -1.4897 -3.5135 -0.76 -0.39 0.73 -0.52
C -6.0262 -1.4579 -4.3048 1.84 0.35 -0.36 -0.49
Ge -2.0699 2.7948 2.5605 0.84 0.17 -0.29 -0.26
H -4.4972 -0.6140 1.8040 0.11 -0.77 0.08 0.30
H -3.3239 2.6776 -2.3621 0.38 0.15 0.50 0.45
O 0.7053 4.4844 -5.1877 -0.03 0.54 -0.62 -0.71
H 2.3655 2.1640 2.6883 -0.03 -0.27 -0.13 0.32
H 0.6270 -5.9894 0.0061 1.24 0.37 -0.48 0.32
H 6.3827 -0.9549 1.6604 -0.37 -0.38 0.18 0.35
C -3.1415 -0.1834 3.3865 0.12 -0.33 1.32 1.88
H 2.0821 6.0011 -6.6706 0.84 -1.14 0.64 0.24
H 4.7213 3.7601 -5.0691 -0.52 0.24 0.72 0.21
C -3.6168 4.4733 -0.2617 -0.26 1.35 0.53 -1.89
C 0.9964 -2.7345 2.5687 -1.27 3.68 -0.86 0.34
C 1.0973 -4.2725 4.4934 -0.37 1.45 -0.58 -1.13
H 5.1345 -0.1236 -2.2844 -0.88 -0.96 1.17 0.25
H 2.8473 -8.1172 -2.9560 0.22 0.00 0.00 0.38
H 0.7997 -4.5636 5.5112 0.13 0.33 -0.56 0.36
C 1.9359 4.5587 -5.2120 0.70 -0.90 2.16 0.35
H -2.2242 1.5798 -1.5394 -0.18 0.12 0.13 0.10
H 2.7744 2.6063 4.3337 -0.12 0.43 -0.07 0.44
H 1.4513 4.7114 2.1676 -0.08 -0.06 0.65 0.28
H -2.6565 -0.3101 -5.8897 0.15 0.06 0.62 0.24
H 3.0580 -1.6836 -1.9356 -0.59 -0.08 -0.91 0.62
C 2.7473 -7.1905 -2.4100 0.15 1.18 1.59 -0.48
H 2.1393 -6.1231 4.0753 0.20 0.06 0.04 0.34
H 1.6748 1.3039 4.1339 -0.19 0.20 -0.61 0.28
H -3.7705 1.1612 0.7533 -0.51 1.20 -1.41 0.08
H -2.4457 -1.2679 -2.1719 0.15 0.00 0.10 0.08
C 4.8853 -0.7112 -1.3416 0.53 0.47 -1.97 -0.71
C -2.4571 -0.9642 -3.2076 0.13 0.37 -1.09 -1.25
H 0.0874 -0.6432 2.6657 0.11 -1.17 -0.39 0.48


Entry 2:
111
Properties=species:S:1:pos:R:3:forces:R:3:mulliken_charge:R:1 method="wB97M-V/def2-TZVPD" multiplicity=3 total_charge=-2
H -2.6520 -4.2329 1.4651 -0.03 -0.07 -0.02 0.42
C -2.8885 3.9145 -5.3058 0.00 0.06 -0.09 -0.87
C -2.2778 -0.0407 3.6175 0.08 0.04 0.00 -1.23
N 1.9624 -1.1748 0.6965 0.21 0.09 0.15 0.67
H 2.4809 -4.8269 0.3656 0.00 -0.04 0.09 0.36
C -3.7951 1.6387 0.0498 0.05 -0.04 -0.02 0.23
H -1.0592 2.0363 -1.9626 0.28 0.04 0.30 -1.15
H 2.4681 4.5439 0.0445 0.03 0.07 0.00 0.49
Ge -2.9048 0.6951 -2.5493 -0.27 -0.01 -0.17 2.49
H 3.5017 -1.7877 4.6986 0.00 0.00 -0.01 0.41
H -1.6172 -2.9745 0.7730 -0.05 0.05 -0.04 -0.03
C -0.9919 2.1298 4.1683 -0.06 0.06 0.09 -1.89
H 1.3507 -3.9787 -0.7103 -0.05 0.02 -0.01 0.19
C -3.9993 -1.8936 1.6661 0.03 -0.03 0.03 -1.55
H -2.4869 3.5509 -3.2429 0.03 0.00 0.08 0.37
H 0.2245 3.3526 -2.8576 -0.01 -0.01 0.02 0.10
H -3.8737 -3.8755 3.6028 -0.04 -0.03 -0.02 0.48
H -3.1849 0.1376 4.1703 -0.06 0.03 0.04 0.42
H -5.3734 -4.5101 -3.6651 0.00 -0.01 -0.01 0.35
C 1.9454 1.2574 -2.8802 -0.04 -0.01 -0.03 -1.15
C -3.2812 -2.9814 3.8113 -0.03 0.04 -0.04 -2.06
H 2.3665 3.0919 3.5353 0.02 -0.03 0.01 0.27
C 2.8569 -2.1608 0.7296 -0.12 -0.15 -0.20 -0.63
H -1.6821 2.2353 5.0080 0.03 0.01 -0.02 0.45
C 3.2688 -2.9916 -0.4683 0.01 0.01 0.10 2.62
C -1.4850 0.7129 -0.2252 -0.16 0.23 0.04 -0.85
H 1.3381 4.6140 -2.3142 0.01 0.08 0.04 0.27
C -3.3097 3.3745 -6.5143 -0.01 0.02 -0.07 -0.33
N 1.3659 1.4632 -0.0680 0.00 0.08 0.17 0.48
H -2.4344 -3.2683 4.4367 0.05 -0.02 0.02 0.40
C 1.7788 3.0129 1.4614 0.05 -0.05 -0.04 0.47
H -4.6796 -2.7301 1.4851 -0.01 -0.04 -0.02 0.59
C -3.7200 -1.0601 -2.9452 0.01 0.05 0.04 -0.29
C 1.8858 3.7082 2.7775 0.05 0.02 0.03 -1.67
H 4.0931 -3.0292 2.3788 0.03 -0.01 0.02 0.36
H 0.0248 2.2576 4.5357 0.07 -0.01 0.03 0.34
H -2.3300 -1.6320 -4.4759 0.08 0.04 -0.03 0.44
C -5.9429 2.6490 0.5641 -0.11 0.05 0.04 -0.38
C -6.3061 2.6159 -0.7826 -0.03 0.03 -0.01 -1.00
C -1.1831 0.7953 3.5367 0.07 0.07 -0.01 0.72
H -3.8065 0.1837 -5.5183 -0.01 -0.03 0.02 0.31
H 2.1752 -1.8456 -1.9633 -0.11 0.01 0.00 0.05
C -3.2232 -1.9095 -3.9326 0.10 0.04 -0.01 0.19
H -5.6853 2.0183 -2.7382 0.00 -0.01 -0.04 0.41
C -3.1176 1.7500 -4.2262 0.04 -0.02 0.14 -0.31
C 3.6178 3.0088 -2.3229 -0.06 -0.03 -0.07 -2.01
H 4.8439 -4.1046 0.5643 0.00 -0.06 0.08 0.32
H -4.4382 2.2223 2.0239 0.02 -0.01 0.02 0.32
C -4.7162 2.1787 0.9748 0.02 0.01 0.10 -1.25
C -1.9415 -1.1480 2.8103 0.10 -0.09 0.04 -0.05
C -2.7994 3.1097 -4.1819 -0.01 0.00 0.05 -0.37
H 3.5086 -2.7972 -2.5977 0.01 -0.02 -0.05 0.49
C -4.1716 1.5564 -1.3153 0.09 -0.06 0.01 -0.46
H 3.8449 -1.3088 -1.6957 0.02 0.04 0.01 0.32
H 0.9078 3.9986 3.1584 -0.06 -0.01 0.04 0.11
N -0.7327 -0.9930 2.3059 0.03 -0.06 -0.13 -0.28
H -3.9769 1.5941 -7.5144 0.00 0.02 -0.01 0.37
H 2.6800 0.5267 -2.5427 0.03 -0.04 0.05 -0.24
H -3.9037 -2.2881 4.3816 -0.01 0.04 0.00 0.28
C 3.1874 -2.1784 -1.7559 0.04 -0.01 -0.03 -1.71
C -4.8324 -1.4906 -2.2276 -0.03 0.00 -0.01 -0.11
C 4.7286 -3.4322 -0.2848 -0.04 -0.01 -0.06 -2.17
H 3.7949 4.0182 -1.9513 0.00 0.08 0.05 0.33
N 1.9524 -0.6326 1.9456 0.09 -0.05 0.03 0.19
H -3.3823 3.9999 -7.3974 0.00 0.00 0.00 0.34
C 2.0918 3.5538 0.2341 -0.05 -0.19 0.14 -0.85
H 3.9040 2.9797 -3.3776 0.00 0.01 -0.03 0.50
H -3.3951 -3.7751 -4.9651 0.01 -0.02 -0.02 0.36
H 3.4109 -0.0482 4.3779 0.02 0.03 0.00 0.20
N 1.3494 1.7399 1.2658 0.10 0.37 0.04 0.57
C -3.6399 2.0283 -6.5791 0.01 0.07 -0.08 -0.66
H 1.9408 -0.9535 4.7034 -0.05 0.00 0.03 0.23
C 2.9138 -1.0054 4.2161 0.05 -0.06 0.03 -1.64
H -5.2439 -0.8528 -1.4564 -0.02 0.05 0.08 0.19
H 4.2652 2.3258 -1.7722 0.02 -0.05 0.02 0.33
N -2.5922 1.1811 0.5024 0.21 -0.06 0.01 1.09
N -0.2690 0.2063 2.7320 -0.26 -0.22 0.04 1.45
H -2.5231 1.0550 1.5026 -0.08 0.02 -0.05 -0.31
H 5.0561 -3.9680 -1.1785 0.01 -0.02 -0.03 0.46
H 2.4729 4.6189 2.6440 -0.01 -0.03 0.00 0.42
H -6.2773 -3.0387 -1.8875 0.00 -0.01 0.00 0.37
C 1.2685 3.6627 -2.8428 -0.03 -0.03 -0.04 -1.53
H 0.9409 0.8588 -2.7084 -0.03 0.03 -0.01 0.07
C -5.4234 -2.7232 -2.4772 -0.06 0.01 0.05 -0.72
H -6.6275 3.0559 1.3029 0.00 0.00 -0.01 0.34
C 2.3931 -4.2458 -0.5536 0.02 0.03 -0.03 -1.54
C 2.7676 -1.3199 2.7644 -0.04 0.08 0.09 0.51
Br -0.5106 -2.4377 -1.7885 0.00 -0.21 -0.05 -0.88
H -4.5535 -1.1018 2.1744 -0.03 0.03 0.03 0.23
C -3.8157 -3.1300 -4.2030 -0.01 -0.09 -0.04 -0.81
C -4.9192 -3.5448 -3.4706 -0.05 -0.10 -0.02 -0.48
C -3.5406 1.2321 -5.4458 -0.04 -0.10 -0.05 -0.15
C -2.0040 -3.3862 1.7038 0.11 -0.02 -0.02 -1.61
B 1.1681 0.6352 2.3515 0.02 0.06 -0.03 -0.81
H 5.3884 -2.5767 -0.1349 0.02 0.07 0.00 0.43
C -1.2420 0.9841 -1.6580 -0.46 0.17 -0.22 1.24
H -3.6664 -1.5051 0.7045 0.05 0.04 -0.07 0.07
H 2.7182 -4.8719 -1.3880 0.02 -0.05 -0.08 0.38
H 1.5966 3.8172 -3.8735 0.00 0.01 -0.07 0.47
H -1.1459 -3.7475 2.2725 0.03 -0.03 0.07 0.34
V 0.1062 -0.2382 -0.5407 0.25 -0.39 -0.22 0.02
C 1.8355 2.5300 -0.6939 -0.03 -0.09 -0.21 -0.68
C -5.4045 2.0673 -1.6893 -0.10 0.03 -0.06 0.10
H 1.6891 1.0944 3.3351 -0.01 0.01 0.10 -0.29
C 2.1419 2.5957 -2.1757 0.05 0.01 0.07 3.14
C 3.3732 -2.3119 2.0261 -0.04 0.17 0.06 -1.06
H 2.0751 1.3997 -3.9566 0.05 -0.01 -0.05 0.48
H -2.6320 4.9662 -5.2395 0.00 0.01 -0.01 0.36
H -1.1978 2.9391 3.4666 0.02 0.05 -0.09 0.22
H -7.2651 2.9966 -1.1127 -0.02 0.01 0.01 0.36
C -2.7938 -2.3543 2.4980 -0.02 0.08 0.01 2.69


no.,strongest force on any atom (eV Å⁻¹),E (a.u.)
1,4.24,-5546.67036
2,0.53,-7713.46192